Formula: C58H51AuGeINOP2Si
Source: the Open Molecules 2025 dataset
Level of theory: ωB97M-V/def2-TZVPD

```
117
Properties=species:S:1:pos:R:3:lowdin_spin:R:1
Au 0.085 -0.240 -0.154 0.358
C 0.333 1.208 3.427 0.041
Si 0.356 -0.275 2.268 0.206
C -0.929 -1.587 2.766 0.030
C -1.581 -1.586 4.005 0.010
C -2.465 -2.593 4.360 0.001
C -2.697 -3.654 3.492 0.006
C -2.076 -3.670 2.255 -0.001
C -1.230 -2.628 1.875 0.003
P -0.557 -2.586 0.168 0.060
C 0.258 -4.219 0.091 0.008
C -0.228 -5.335 -0.583 0.006
C 0.471 -6.536 -0.535 0.000
C 1.654 -6.634 0.181 0.006
C 2.150 -5.521 0.849 -0.001
C 1.458 -4.322 0.801 0.005
C -2.054 -2.716 -0.872 0.014
C -3.287 -2.250 -0.416 0.009
C -4.389 -2.238 -1.258 -0.001
C -4.273 -2.684 -2.567 0.009
C -3.038 -3.105 -3.045 -0.001
C -1.930 -3.103 -2.209 0.010
C 2.042 -1.112 2.622 0.044
C 2.262 -1.616 3.907 0.010
C 3.483 -2.160 4.279 0.003
C 4.519 -2.211 3.357 -0.001
C 4.321 -1.734 2.069 0.000
C 3.094 -1.185 1.693 0.002
P 2.789 -0.549 -0.003 0.033
C 3.189 1.233 0.191 0.008
C 3.676 1.793 1.369 0.001
C 3.781 3.174 1.499 0.002
C 3.407 4.006 0.455 0.000
C 2.959 3.456 -0.740 0.005
C 2.850 2.081 -0.867 0.008
C 4.222 -1.206 -0.933 0.008
C 5.281 -0.428 -1.391 0.003
C 6.317 -1.013 -2.114 0.000
C 6.302 -2.373 -2.383 0.002
C 5.232 -3.151 -1.952 0.000
C 4.194 -2.568 -1.245 0.002
H -0.149 0.971 4.381 0.006
H 1.359 1.521 3.630 0.000
H -0.204 2.051 2.991 0.003
H -1.391 -0.782 4.707 0.001
H -2.966 -2.561 5.320 0.000
H -3.367 -4.456 3.776 0.000
H -2.262 -4.490 1.568 0.000
H -1.153 -5.281 -1.140 0.000
H 0.085 -7.400 -1.062 0.000
H 2.185 -7.577 0.226 0.000
H 3.077 -5.584 1.404 0.000
H 1.847 -3.452 1.321 0.000
H -3.383 -1.889 0.600 0.000
H -5.342 -1.878 -0.891 0.000
H -5.139 -2.701 -3.217 0.001
H -2.938 -3.430 -4.072 0.000
H -0.959 -3.386 -2.600 0.000
H 1.456 -1.580 4.635 0.001
H 3.627 -2.534 5.285 0.000
H 5.485 -2.610 3.641 0.000
H 5.136 -1.785 1.357 0.000
H 3.965 1.152 2.193 0.000
H 4.148 3.599 2.425 0.000
H 3.455 5.081 0.569 0.000
H 2.674 4.104 -1.560 0.000
H 2.471 1.651 -1.789 0.001
H 5.305 0.632 -1.173 0.000
H 7.143 -0.402 -2.458 0.000
H 7.119 -2.827 -2.929 0.000
H 5.208 -4.210 -2.174 0.000
H 3.349 -3.170 -0.923 0.000
N 1.690 0.103 -4.325 0.005
C 0.691 -0.475 -3.614 0.012
O 0.900 -1.050 -2.560 0.031
C -0.706 -0.320 -4.162 0.004
I -0.941 -1.542 -5.912 0.002
H 2.635 -0.102 -4.044 0.000
H 1.536 0.410 -5.270 0.000
H -0.933 0.695 -4.474 0.001
H -1.429 -0.678 -3.438 0.002
C -0.485 1.624 -0.845 0.785
Ge -1.850 2.882 -0.425 0.100
C -1.060 4.654 -0.712 0.012
C -0.367 5.296 0.315 0.003
C 0.330 6.474 0.078 0.000
C 0.357 7.020 -1.198 0.001
C -0.326 6.392 -2.232 0.001
C -1.027 5.218 -1.988 0.002
C -3.378 2.631 -1.638 0.026
C -3.566 1.399 -2.265 0.013
C -4.690 1.160 -3.047 0.001
C -5.644 2.156 -3.209 0.000
C -5.466 3.392 -2.599 0.001
C -4.340 3.625 -1.820 0.003
C -2.614 2.777 1.372 -0.001
C -3.068 3.918 2.033 -0.001
C -3.677 3.825 3.278 0.000
C -3.838 2.584 3.881 0.000
C -3.404 1.438 3.228 0.000
C -2.803 1.536 1.981 0.000
H 0.029 1.934 -1.764 0.057
H -0.370 4.866 1.312 0.000
H 0.853 6.966 0.889 0.000
H 0.908 7.933 -1.388 0.000
H -0.312 6.819 -3.227 0.000
H -1.560 4.732 -2.800 0.000
H -2.823 0.617 -2.131 0.011
H -4.822 0.196 -3.523 0.000
H -6.528 1.968 -3.806 0.000
H -6.207 4.170 -2.729 0.000
H -4.205 4.594 -1.349 0.000
H -2.939 4.893 1.574 0.000
H -4.032 4.719 3.776 0.000
H -4.300 2.509 4.858 0.000
H -3.541 0.466 3.688 0.000
H -2.466 0.635 1.474 0.000
```

The value obtained for the frontier orbital gap (spin up / spin down) is 0.205 / 0.249 Eh. The lowest unoccupied orbital energy (spin up / spin down) is 0.1121 / -0.4732 eV. The value obtained for the HOMO energy (spin up / spin down) is -5.460 / -7.243 eV. The spin multiplicity is 3. For the energy relative to the best compared isomer or geometry (same formula, charge and spin), the calculation gives 6.66 kcal per mole.


Formula: C4H5NO
Source: the Open Molecules 2025 dataset
Level of theory: ωB97M-V/def2-TZVPD

```
11
Properties=species:S:1:pos:R:3:nbo_charge:R:1
C -0.638 0.201 -1.073 -0.586
C -0.133 0.119 0.395 -0.431
C 0.600 1.321 0.837 0.283
N 1.181 2.256 1.204 -0.292
C 0.601 -1.202 0.594 0.450
O 1.711 -1.320 1.037 -0.480
H -1.211 1.111 -1.182 0.231
H -1.316 -0.647 -1.308 0.221
H 0.200 0.226 -1.763 0.225
H -1.022 0.039 1.032 0.261
H 0.027 -2.104 0.228 0.118
```

The value obtained for the frontier orbital gap is 0.410 Eh. The lowest unoccupied orbital energy is 0.5644 eV. The value obtained for the HOMO energy is -10.596 eV. As for the structure (SMILES): C[C@H](C#N)C=O. For the energy relative to the best compared isomer or geometry (same formula, charge and spin), the calculation gives 18.90 kcal per mole.


Formula: C24H32N3
Source: the Open Molecules 2025 dataset
Level of theory: ωB97M-V/def2-TZVPD

```
59
Properties=species:S:1:pos:R:3:nbo_charge:R:1
C 4.061 -3.223 3.785 -0.398
N 3.726 -2.540 2.556 -0.462
C 4.716 -2.622 1.505 -0.404
C 2.674 -1.636 2.501 0.211
C 2.895 -0.284 2.155 -0.270
C 1.842 0.621 2.252 -0.164
C 0.527 0.182 2.419 -0.124
C -0.600 1.245 2.379 -0.015
C -0.611 2.061 1.105 -0.196
C 0.433 2.286 0.204 0.026
N 0.034 3.167 -0.774 -0.340
C 0.873 3.622 -1.867 -0.404
C -1.311 3.482 -0.582 0.119
C -2.115 4.362 -1.294 -0.220
C -3.435 4.542 -0.847 -0.204
C -3.916 3.822 0.257 -0.221
C -3.107 2.895 0.942 -0.236
C -1.767 2.769 0.563 -0.021
N -0.486 2.103 3.570 -0.393
C -1.190 3.447 3.544 -0.220
C -1.417 3.829 4.999 -0.432
C -1.461 2.521 5.772 -0.417
C -0.624 1.480 4.993 0.175
C 0.817 1.320 5.519 -0.645
C -1.354 0.150 5.018 -0.655
C 0.292 -1.190 2.598 -0.190
C 1.360 -2.060 2.806 -0.228
H 3.283 -3.029 4.532 0.207
H 4.146 -4.305 3.616 0.199
H 5.028 -2.861 4.177 0.190
H 4.315 -2.197 0.575 0.211
H 5.643 -2.088 1.769 0.181
H 4.973 -3.676 1.326 0.209
H 3.906 0.054 1.886 0.231
H 2.038 1.690 2.111 0.200
H -1.585 0.773 2.477 0.224
H 1.431 1.853 0.163 0.230
H 0.347 4.404 -2.424 0.225
H 1.819 4.019 -1.470 0.213
H 1.118 2.791 -2.547 0.215
H -1.716 4.911 -2.147 0.223
H -4.103 5.231 -1.367 0.230
H -4.941 3.977 0.595 0.225
H -3.496 2.306 1.778 0.206
H 0.493 2.407 3.576 0.435
H -2.140 3.331 3.028 0.238
H -0.565 4.168 2.992 0.239
H -2.341 4.401 5.082 0.246
H -0.621 4.474 5.374 0.220
H -2.499 2.166 5.816 0.221
H -1.104 2.609 6.804 0.242
H 0.800 1.007 6.572 0.245
H 1.353 0.558 4.932 0.242
H 1.371 2.275 5.455 0.211
H -1.353 -0.239 6.047 0.249
H -2.404 0.238 4.709 0.221
H -0.882 -0.622 4.413 0.240
H -0.728 -1.584 2.632 0.225
H 1.195 -3.094 3.125 0.234
```

The value obtained for the frontier orbital gap is 0.299 Eh. The lowest unoccupied orbital energy is -2.1554 eV. The value obtained for the HOMO energy is -10.282 eV. Its net charge is +1. As for the structure (SMILES): CN(C)c1ccc([C@H](c2cn(C)c3ccccc23)[N@H+]2CCCC2(C)C)cc1. For the energy relative to the best compared isomer or geometry (same formula, charge and spin), the calculation gives 0.00 kcal per mole.


Formula: C6H15N
Source: the Open Molecules 2025 dataset
Level of theory: ωB97M-V/def2-TZVPD

```
22
Properties=species:S:1:pos:R:3:nbo_charge:R:1
C -2.267 0.322 1.119 -0.482
N -1.500 0.788 -0.014 -0.293
C -0.566 -0.217 -0.432 -0.125
C 0.658 0.455 -1.053 -0.406
C 1.462 1.243 0.053 -0.404
C 2.439 0.364 0.845 -0.618
C -1.242 -1.346 -1.226 -0.617
H -2.985 1.089 1.423 0.210
H -1.651 0.075 2.016 0.209
H -2.840 -0.578 0.831 0.188
H -0.357 -0.681 0.602 0.274
H 0.750 -1.733 0.429 -0.088
H 1.294 -0.337 -1.490 0.205
H 0.390 1.167 -1.827 0.229
H 2.057 1.950 -0.534 0.202
H 0.716 1.853 0.576 0.221
H 1.955 -0.662 0.847 0.205
H 2.613 0.619 1.890 0.216
H 3.379 0.355 0.304 0.209
H -1.244 -1.146 -2.317 0.221
H -2.314 -1.285 -1.041 0.220
H -0.747 -2.292 -1.002 0.227
```

The value obtained for the frontier orbital gap is 0.213 Eh. The lowest unoccupied orbital energy is -1.9751 eV. The value obtained for the HOMO energy is -7.760 eV. For the energy relative to the best compared isomer or geometry (same formula, charge and spin), the calculation gives 160.60 kcal per mole.


Formula: C3H11N3
Source: the Open Molecules 2025 dataset
Level of theory: ωB97M-V/def2-TZVPD

```
17
Properties=species:S:1:pos:R:3:nbo_charge:R:1
C 1.262 1.452 -0.079 -0.705
C 0.609 0.369 -0.895 0.195
N 0.833 -0.928 -0.780 -0.511
C 1.539 -1.418 0.393 -0.454
H 0.662 2.364 -0.145 0.230
H 1.376 1.163 0.967 0.217
H 2.249 1.670 -0.494 0.234
H 0.211 0.707 -1.864 0.186
H 1.790 -2.470 0.233 0.205
H 2.480 -0.889 0.583 0.182
H 0.917 -1.375 1.298 0.184
N -1.583 0.033 0.104 -0.694
N -2.959 0.085 -0.292 -0.665
H -1.444 0.029 1.119 0.324
H -1.038 -0.825 -0.274 0.399
H -3.464 0.827 0.201 0.346
H -3.440 -0.793 -0.077 0.327
```

The value obtained for the frontier orbital gap is 0.348 Eh. The lowest unoccupied orbital energy is 1.0389 eV. The value obtained for the HOMO energy is -8.443 eV. As for the structure (SMILES): C/C=N\C.NN. For the energy relative to the best compared isomer or geometry (same formula, charge and spin), the calculation gives 67.59 kcal per mole.


Formula: C8H17FNO4S
Source: the Open Molecules 2025 dataset
Level of theory: ωB97M-V/def2-TZVPD

```
32
Properties=species:S:1:pos:R:3:nbo_charge:R:1
F 2.852 -1.034 1.562 -0.358
C 4.028 -0.343 1.337 0.028
C 3.801 0.789 0.318 -0.253
N 2.371 0.980 -0.087 -0.341
C 1.403 1.350 1.030 -0.215
C 0.104 0.618 0.712 -0.424
C 0.498 -0.592 -0.143 -0.435
C 1.759 -0.172 -0.886 -0.211
H 4.758 -1.054 0.957 0.200
H 4.373 0.048 2.292 0.195
H 4.351 0.592 -0.601 0.233
H 4.136 1.746 0.716 0.234
H 2.400 1.786 -0.708 0.437
H 1.291 2.433 1.005 0.228
H 1.848 1.069 1.979 0.230
H -0.562 1.278 0.156 0.231
H -0.402 0.321 1.628 0.250
H -0.280 -0.833 -0.863 0.271
H 0.702 -1.465 0.472 0.234
H 2.500 -0.963 -0.959 0.230
H 1.554 0.211 -1.885 0.231
C -4.827 -1.366 -0.792 -0.098
C -4.138 -0.721 0.396 -0.102
O -2.862 -0.316 -0.144 -0.711
S -3.033 0.132 -1.673 2.554
O -3.146 1.543 -1.765 -0.893
O -2.027 -0.546 -2.416 -0.917
O -4.459 -0.510 -1.893 -0.680
H -4.461 -2.373 -0.987 0.203
H -5.910 -1.360 -0.722 0.227
H -3.949 -1.410 1.213 0.220
H -4.673 0.160 0.752 0.205
```

The value obtained for the frontier orbital gap is 0.403 Eh. The lowest unoccupied orbital energy is -2.8659 eV. The value obtained for the HOMO energy is -13.843 eV. Its net charge is +1.


Formula: C5H9IO2
Source: the Open Molecules 2025 dataset
Level of theory: ωB97M-V/def2-TZVPD

```
17
Properties=species:S:1:pos:R:3:nbo_charge:R:1
C 0.543 -1.318 0.623 0.768
C -1.115 1.565 -1.202 -0.709
C -1.164 1.447 1.363 -0.734
C 2.375 -2.351 -0.523 -0.275
C -1.717 1.079 0.056 -0.062
O 1.124 -0.446 1.235 -0.580
O 0.960 -2.223 -0.187 -0.511
I -3.280 -0.301 -0.053 0.119
H -1.032 0.775 -1.952 0.223
H -1.723 2.362 -1.643 0.222
H -0.122 1.969 -1.007 0.220
H -1.854 1.259 2.181 0.225
H -0.847 2.491 1.364 0.216
H -0.246 0.853 1.576 0.266
H 2.722 -3.316 -0.161 0.202
H 2.935 -1.540 -0.063 0.207
H 2.442 -2.305 -1.608 0.203
```

The value obtained for the frontier orbital gap (spin up / spin down) is 0.232 / 0.350 Eh. The lowest unoccupied orbital energy (spin up / spin down) is -0.6520 / 0.6201 eV. The value obtained for the HOMO energy (spin up / spin down) is -6.978 / -8.914 eV. For the energy relative to the best compared isomer or geometry (same formula, charge and spin), the calculation gives 75.89 kcal per mole.